Record 1
This record from the Open Molecules 2025 dataset describes 5 unconnected molecules or ions with the total composition C8H24IO8. The level of theory is ωB97M-V/def2-TZVPD.

Output
ΔE to the lowest compared entry with this formula, charge and spin in kcal/mol: 29.1
Total charge: -1
Highest occupied orbital energy in eV: -4.863

Structure (XYZ):
```
41
Properties=species:S:1:pos:R:3:forces:R:3
I -1.3056 -1.7541 0.7059 -0.09 0.26 -0.08
C -1.1248 -1.0441 -3.4258 0.02 -0.30 0.75
C -0.0893 0.0613 -3.2414 -0.55 0.64 -0.73
O 0.0592 0.3722 -1.8825 0.13 -0.22 0.16
O -1.6116 -1.2292 -4.7425 0.20 0.00 -0.37
H -2.0048 -0.7942 -2.8300 0.14 0.23 0.06
H -0.7429 -1.9616 -2.9571 -0.04 -0.15 -0.33
H -0.4855 0.9406 -3.7677 -0.04 0.09 0.26
H 0.8821 -0.0987 -3.7324 -0.01 -0.59 0.10
H -0.0626 -0.4436 -1.3559 -0.04 0.37 0.07
H -1.0705 -1.8594 -5.2244 0.13 0.04 0.13
C 1.5309 3.0051 1.5664 0.41 -0.14 -0.82
C 1.8948 1.5380 1.2103 -0.67 1.22 -1.07
O 1.1280 0.5978 1.8954 0.37 -0.34 0.63
O 2.5019 3.6173 2.4154 0.04 -0.16 0.42
H 0.5347 3.0775 2.0039 0.02 -0.24 0.24
H 1.4736 3.5407 0.6107 0.10 0.17 0.11
H 2.9767 1.4151 1.2976 -0.11 -0.32 0.67
H 1.7288 1.4489 0.1283 -0.15 -0.17 0.04
H 0.3021 0.4167 1.4235 0.15 -0.17 -0.07
H 2.8227 4.4361 2.0393 -0.14 0.03 -0.17
C 2.4912 -2.9740 -0.9886 -0.57 1.18 0.08
C 3.6978 -2.0843 -1.2457 0.71 0.07 0.44
O 3.3103 -0.7230 -1.0791 -0.08 -0.02 0.18
O 2.1156 -3.0006 0.3706 0.30 0.09 0.35
H 2.6776 -3.9988 -1.3079 -0.10 0.00 -0.14
H 1.6663 -2.4759 -1.5208 0.05 -0.62 -0.46
H 4.1793 -2.1902 -2.2245 -0.44 -0.42 -0.17
H 4.4826 -2.3376 -0.5164 -0.15 0.06 0.07
H 3.7320 -0.1964 -1.7577 -0.01 0.09 -0.03
H 1.5209 -2.2521 0.5867 0.25 -0.46 -0.26
C -4.6580 0.4688 3.2095 -0.19 0.35 -0.10
C -3.4908 1.3881 2.8308 -1.07 -0.39 0.83
O -3.3435 1.4432 1.4273 0.66 0.00 0.52
O -4.3699 -0.9073 3.0648 0.26 0.09 0.15
H -5.5610 0.6715 2.6185 0.22 0.46 -0.23
H -4.9482 0.7316 4.2351 0.22 -0.64 0.17
H -2.6039 1.0398 3.3718 0.16 -0.23 -0.39
H -3.6989 2.3551 3.3053 -0.07 0.31 -0.69
H -2.6680 0.7695 1.2473 -0.01 0.01 -0.59
H -3.8695 -1.0097 2.2361 -0.05 -0.16 0.24
```
Positions in Å, forces in eV/Å.

Record 2
This record from the Open Molecules 2025 dataset describes C3H8N4O in the gas phase. The level of theory is ωB97M-V/def2-TZVPD.

Output
ΔE to the lowest compared entry with this formula, charge and spin in kcal/mol: 154.4
Total charge: 0
Highest occupied orbital energy in eV: -7.309

Structure (XYZ):
```
16
Properties=species:S:1:pos:R:3:forces:R:3
C -1.0286 0.2436 -0.8904 0.88 0.13 -1.07
C 1.2863 -1.0438 1.5367 1.13 1.51 2.81
C -2.1563 0.6252 -1.8237 2.22 -1.43 1.34
N 1.0751 0.6291 -0.0305 4.00 0.55 1.41
N 0.0621 0.9549 -0.7450 -3.24 -3.46 0.45
N 1.1634 -0.7569 0.3115 -2.42 1.84 -1.64
N 1.5812 -0.1234 2.5862 0.09 -1.45 -0.86
O 0.8168 -1.6592 -0.5304 0.33 -0.65 -1.07
H -0.8434 -0.7643 -0.5436 -0.85 -0.18 0.01
H 1.1555 -2.0820 1.7116 0.23 -0.66 0.58
H -2.1355 1.6600 -2.0203 -0.60 1.29 -0.09
H -2.9257 0.2109 -1.2287 -1.89 0.29 -0.10
H -2.0552 0.0741 -2.7389 -0.12 -0.32 -0.56
H 0.0190 1.8287 -1.1554 0.82 2.37 -0.73
H 2.1377 -0.6139 3.3256 -0.58 1.33 -1.08
H 1.8477 0.8169 2.2354 0.00 -1.17 0.60
```
Positions in Å, forces in eV/Å.